Record 1
Density functional theory data (ωB97M-V/def2-TZVPD) for the ion C9H18BIN2O2PS with charge +1 at a distorted geometry.

Cartesian coordinates (Å):
I1 -4.703 -0.448 0.916
S1 1.876 -2.963 -2.255
P1 0.323 -1.856 -1.981
O1 -2.655 -0.771 2.927
O2 -2.616 -0.663 -1.658
N1 -0.550 0.779 1.146
N2 1.463 0.083 -0.577
C1 -0.917 -0.313 0.164
C2 -2.812 -0.935 1.757
C3 -1.657 -1.441 0.907
C4 4.255 0.825 0.233
C5 3.241 0.545 1.091
C6 -1.678 1.715 -1.595
C7 0.809 0.581 1.758
C8 0.434 -0.921 -0.374
C9 1.827 0.827 0.652
B1 -1.776 0.237 -1.082
H1 0.108 -0.863 -2.959
H2 1.758 1.899 0.395
H3 -1.231 0.868 1.908
H4 3.441 0.188 2.099
H5 -0.966 -1.883 1.631
H6 -0.665 2.115 -1.698
H7 -0.515 1.694 0.693
H8 -2.168 2.346 -0.837
H9 -0.819 -2.654 -1.846
H10 0.871 -0.398 2.228
H11 -1.931 -2.245 0.228
H12 0.782 -1.697 0.310
H13 -2.246 1.884 -2.508
H14 1.156 0.739 -1.285
H15 0.926 1.333 2.537
H16 4.400 1.838 -0.145
H17 -2.691 -0.515 -2.609
H18 4.928 0.074 -0.169

Computed properties:
electronic energy: -45592.989 eV
total charge: +1
gap between HOMO and LUMO: 0.30910 hartree
relative energy (zero: lowest compared OMol25 entry of this formula, charge and spin): 0.000 eV
SMILES: C=C[C@@H]1C[NH2+][C@@](CC(=O)I)(B(C)O)[C@@H]([PH2]=S)N1

=====

Record 2
Density functional theory data (ωB97M-V/def2-TZVPD) for a cluster of 2 separate species, C3H7FS in total at a distorted geometry.

Cartesian coordinates (Å):
S1 -0.683 0.209 -2.627
F1 -0.429 1.608 1.263
C1 -1.010 -0.756 0.942
C2 0.064 0.360 0.778
C3 1.397 0.320 0.715
H1 -1.455 -0.564 1.908
H2 2.117 1.087 0.892
H3 0.229 0.896 -2.002
H4 0.306 -0.123 -3.418
H5 1.774 -0.652 0.474
H6 -1.693 -0.621 0.182
H7 -0.616 -1.764 0.892

Computed properties:
electronic energy: -16775.920 eV
gap between HOMO and LUMO: 0.38400 hartree
relative energy (zero: lowest compared OMol25 entry of this formula, charge and spin): 1.063 eV
SMILES: C=C(C)F.S

=====

Record 3
Density functional theory data (ωB97M-V/def2-TZVPD) for a structure of composition C24H43IMoP2 at a distorted geometry.

Cartesian coordinates (Å):
I1 -2.318 2.371 0.204
Mo1 0.189 -0.779 -2.400
P1 -2.374 1.921 -2.167
P2 1.554 2.117 -1.512
C1 0.766 0.929 -6.025
C2 2.992 -1.228 -0.459
C3 2.246 3.157 -0.191
C4 0.772 -2.420 -1.149
C5 -1.673 -3.323 -0.962
C6 0.348 3.247 -2.271
C7 1.009 -0.860 -4.228
C8 -0.665 -1.294 0.301
C9 -1.934 0.083 -2.372
C10 0.900 0.446 1.311
C11 -1.749 -1.195 1.328
C12 -0.598 -2.313 -0.695
C13 3.223 1.946 -2.398
C14 -4.053 1.885 -2.829
C15 1.396 -3.595 -1.831
C16 -1.835 -0.692 -5.085
C17 0.432 -1.942 -5.171
C18 -1.046 -1.832 -5.630
C19 1.500 -1.318 -0.540
C20 0.928 0.516 -4.559
C21 -1.636 0.606 -5.346
C22 -0.717 1.139 -6.407
C23 -0.983 2.796 -2.991
C24 0.573 -0.649 0.344
H1 0.065 3.933 -1.457
H2 -2.602 -2.806 -1.191
H3 -4.684 2.543 -2.223
H4 -2.387 1.366 -5.020
H5 -1.120 0.116 -3.210
H6 1.743 1.068 0.991
H7 1.408 3.640 0.324
H8 1.082 -2.039 -6.085
H9 -2.721 -1.270 0.843
H10 -2.848 -1.032 -4.772
H11 3.447 -1.484 -1.414
H12 3.663 2.957 -2.492
H13 -0.787 2.190 -3.899
H14 -0.863 2.220 -6.578
H15 -1.640 -2.717 -5.347
H16 -1.701 -2.007 2.061
H17 0.037 1.129 1.415
H18 3.394 -1.925 0.288
H19 0.922 3.818 -3.021
H20 0.513 -2.950 -4.692
H21 1.775 -4.338 -1.119
H22 2.227 -3.265 -2.451
H23 3.312 -0.222 -0.189
H24 1.866 -1.132 -3.509
H25 3.155 1.451 -3.376
H26 1.341 1.837 -6.293
H27 0.676 -4.100 -2.480
H28 1.165 0.183 -6.734
H29 1.159 0.040 2.305
H30 -4.424 0.856 -2.771
H31 3.827 1.297 -1.750
H32 -1.845 -3.960 -0.092
H33 -1.467 3.729 -3.319
H34 2.793 2.548 0.545
H35 -1.415 -3.974 -1.790
H36 2.939 3.868 -0.658
H37 -1.672 -0.264 1.876
H38 -2.729 -0.589 -2.724
H39 1.502 1.276 -4.005
H40 -0.921 0.673 -7.394
H41 -4.046 2.208 -3.874
H42 -1.620 -0.269 -1.352
H43 -1.062 -1.899 -6.748

Computed properties:
multiplicity: 3
electronic energy: -54098.416 eV
total charge: +2
gap between HOMO and LUMO (spin up / spin down): 0.22113 / 0.23912 hartree
relative energy (zero: lowest compared OMol25 entry of this formula, charge and spin): 2.163 eV

=====

Record 4
Density functional theory data (ωB97M-V/def2-TZVPD) for a structure of composition C26H43F5P2Zr at a distorted geometry.

Cartesian coordinates (Å):
Zr1 -0.330 0.162 -0.602
P1 -1.502 0.133 -2.748
P2 1.651 1.469 -1.616
F1 -0.267 2.833 1.017
F2 -3.390 1.163 0.621
F3 -1.421 3.066 -0.899
F4 -2.281 2.026 2.317
F5 -3.230 3.337 0.817
C1 0.194 2.373 -6.633
C2 0.463 -1.901 0.179
C3 -1.163 -1.079 -7.225
C4 -2.001 -2.780 0.265
C5 2.403 2.791 -0.660
C6 -0.904 -1.848 0.646
C7 -0.937 -0.988 1.796
C8 -1.896 1.012 -6.027
C9 -1.111 -1.489 -3.446
C10 -2.010 -0.975 2.812
C11 1.039 -2.924 -0.748
C12 2.710 -0.867 1.020
C13 -3.204 0.626 -2.984
C14 -1.225 2.204 0.202
C15 0.981 -0.004 -6.238
C16 0.774 0.348 3.171
C17 0.294 -0.584 -7.443
C18 1.223 -0.953 0.965
C19 1.077 1.317 -6.020
C20 3.068 0.601 -2.318
C21 -2.541 2.188 0.985
C22 0.692 2.276 -2.948
C23 -1.975 -0.312 -6.215
C24 0.351 -0.422 1.977
C25 -0.459 1.449 -3.552
C26 -1.261 1.969 -6.978
H1 -3.362 1.610 -2.509
H2 0.159 3.221 -5.924
H3 -1.824 -3.225 -0.716
H4 0.304 0.162 -8.252
H5 -2.480 1.517 -5.264
H6 2.890 3.487 -1.352
H7 -2.928 -1.422 2.424
H8 -3.457 0.669 -4.048
H9 -1.195 2.156 -3.964
H10 -1.112 -1.458 -4.534
H11 3.166 -1.269 0.110
H12 1.928 -2.534 -1.261
H13 1.358 -3.834 -0.213
H14 1.929 1.716 -5.461
H15 0.298 3.228 -2.555
H16 -2.241 0.037 3.151
H17 1.638 3.304 -0.066
H18 3.769 0.383 -1.502
H19 0.132 1.219 3.353
H20 -1.135 -2.135 -6.916
H21 1.557 -0.714 -5.651
H22 -3.860 -0.095 -2.477
H23 -2.960 -2.251 0.242
H24 2.764 -0.345 -2.785
H25 -0.138 -1.861 -3.103
H26 -1.864 -2.205 -3.098
H27 3.558 1.238 -3.064
H28 -1.863 2.891 -6.945
H29 -1.313 1.559 -7.993
H30 1.804 0.703 3.072
H31 0.638 2.764 -7.557
H32 0.720 -0.291 4.062
H33 -2.799 -0.902 -5.780
H34 0.295 -3.248 -1.483
H35 -0.063 0.854 -4.379
H36 -1.654 -1.062 -8.210
H37 0.876 -1.462 -7.780
H38 3.054 0.167 1.155
H39 3.148 2.347 0.010
H40 -2.111 -3.613 0.975
H41 3.112 -1.449 1.867
H42 1.420 2.538 -3.727
H43 -1.700 -1.545 3.700

Computed properties:
electronic energy: -61088.979 eV
total charge: +2
gap between HOMO and LUMO: 0.24189 hartree